# C30H69N3O6

6 unconnected molecules or ions with the total composition C30H69N3O6 at a distorted geometry (ωB97M-V/def2-TZVPD, the OMol25 dataset).

highest occupied orbital energy = -7.9862 eV
electronic energy = -1799.95239 Ha
LUMO = 0.42 eV
energy above the lowest of the compared OMol25 structures with the same formula, charge and spin = 99.3 kcal/mol
orbital gap = 0.309 Eh
charge = 0
multiplicity = 1
SMILES = CC1(C)CCCC(C)(C)N1O.CC1(C)CCCC(C)(C)N1O.CC1(C)CCCC(C)(C)N1O.CO.CO.CO

XYZ file:
```
108
Properties=species:S:1:pos:R:3:forces:R:3
C 1.4292 2.4455 2.4899 -0.419 0.158 0.073
O 0.0377 2.1992 2.7301 0.383 -0.012 -0.119
H 1.6905 3.3330 3.0649 0.557 -0.044 -0.108
H 2.0280 1.5925 2.8031 -0.174 -0.052 0.266
H 1.6424 2.5979 1.4277 -0.106 0.174 -0.049
H -0.3520 3.0688 2.8503 -0.238 -0.123 0.037
C -3.3969 0.5761 2.5192 0.539 0.187 -0.725
O -2.5576 -0.5015 2.8920 -0.286 0.005 -0.238
H -2.7946 1.4929 2.4635 -0.318 0.207 0.517
H -3.7938 0.4908 1.4958 -0.097 -0.411 0.102
H -4.2453 0.6402 3.1936 0.155 0.157 0.212
H -1.9553 -0.6207 2.1398 -0.011 -0.252 0.140
C -0.2584 0.3106 0.3235 0.259 0.644 -0.345
O -1.0800 -0.8216 0.4894 -0.263 -0.206 -0.051
H 0.1524 0.4209 -0.6863 0.178 -0.475 0.065
H -0.7896 1.2568 0.4747 -0.173 -0.210 0.347
H 0.5483 0.2441 1.0532 0.033 0.115 -0.086
H -1.3376 -1.1999 -0.3703 0.108 0.055 -0.181
C 2.1329 2.8451 -2.3948 1.071 0.469 -0.346
C 0.9908 3.7304 -2.9104 0.857 -0.223 -0.634
C -0.1293 3.5887 -1.9264 -2.057 -0.875 1.671
C -1.2333 4.6168 -2.0412 0.025 0.566 -1.442
C -0.6957 6.0403 -1.9753 0.729 -0.443 -0.403
C 0.5430 6.2889 -2.8843 0.046 -0.242 -0.784
N 1.4320 5.1155 -2.8914 -0.092 0.591 1.887
O 2.6571 5.3795 -3.5194 -0.079 -0.134 -0.651
C 0.0578 6.6633 -4.2907 -0.876 -0.077 -0.328
C 1.3137 7.4873 -2.3023 -0.234 -0.203 -0.293
C 0.5437 3.2503 -4.2986 -0.111 -0.021 -0.697
H 3.0461 3.0003 -2.9790 -0.201 0.105 -0.153
H 1.9739 1.7676 -2.4492 -0.548 0.057 0.197
H 2.3985 3.1708 -1.3871 -0.180 -0.285 0.149
H -0.6183 2.6088 -2.0238 0.241 -0.035 -0.533
H 0.1360 3.5076 -0.8625 0.870 0.524 -0.205
H -2.0768 4.5110 -1.3589 0.244 -0.314 0.248
H -1.6620 4.4885 -3.0465 -0.144 0.047 0.101
H -0.3823 6.2758 -0.9559 -0.319 0.163 0.074
H -1.4767 6.6966 -2.3603 0.038 0.358 0.535
H 0.8240 6.7231 -5.0627 0.310 0.267 0.328
H -0.6759 5.9627 -4.7045 0.034 -0.171 0.319
H -0.5062 7.5972 -4.2064 0.317 0.193 -0.246
H 0.6046 8.2899 -2.0948 -0.030 -0.083 0.339
H 1.8165 7.1343 -1.4015 0.012 0.348 0.152
H 2.0280 7.9307 -2.9963 0.151 -0.326 -0.050
H 1.3289 3.1419 -5.0527 0.488 -0.182 0.549
H -0.0982 3.9598 -4.8224 -0.459 -0.065 0.477
H 0.0386 2.2886 -4.1901 -0.067 0.025 -0.212
H 3.2587 5.6223 -2.8057 -0.063 -0.093 0.000
C 2.8751 -2.2977 3.7469 -0.367 -0.547 0.020
C 1.4336 -2.3355 4.3217 0.946 -0.643 0.323
C 0.4690 -2.8799 3.2606 0.171 0.640 -0.864
C 0.5661 -4.3639 2.9841 -0.360 -0.079 0.713
C 0.2714 -5.0780 4.2772 -0.206 -0.983 0.365
C 1.1943 -4.6659 5.4248 0.744 -0.888 0.675
N 1.3065 -3.2156 5.5054 -0.936 0.501 -0.228
O 2.0913 -2.7791 6.5913 0.432 -0.234 -0.445
C 0.5709 -5.1670 6.7399 -0.119 0.991 0.937
C 2.5471 -5.4171 5.2511 -0.241 1.069 -0.176
C 1.0742 -0.9154 4.7568 -1.681 0.289 -0.757
H 2.8175 -1.8316 2.7631 0.321 0.334 0.116
H 3.2868 -3.2957 3.5917 -0.069 -0.004 -0.053
H 3.5537 -1.7752 4.4212 0.021 0.223 -0.184
H -0.5498 -2.5979 3.5364 -0.044 -0.101 -0.018
H 0.7010 -2.4090 2.2964 -0.172 0.510 0.283
H 1.5570 -4.6498 2.6220 -0.021 0.097 -0.100
H -0.1729 -4.6582 2.2364 0.117 0.076 -0.132
H 0.3781 -6.1640 4.1531 0.208 0.075 0.020
H -0.7727 -4.9991 4.5983 0.007 0.593 -0.173
H 1.2275 -5.1525 7.6174 0.558 -0.324 -0.496
H -0.1447 -4.4155 7.0939 -0.506 -0.330 -0.522
H 0.1247 -6.1564 6.6636 -0.064 0.012 -0.152
H 2.3421 -6.4824 5.2994 0.310 -0.107 -0.007
H 2.9967 -5.1257 4.3021 0.017 -0.473 -0.145
H 3.2609 -5.1088 6.0179 -0.097 -0.276 0.180
H 1.9072 -0.2692 5.0146 0.050 -0.202 0.404
H 0.2734 -0.9559 5.4987 0.577 -0.053 0.579
H 0.4956 -0.3919 3.9806 0.527 -0.111 -0.446
H 3.0201 -2.9113 6.3223 -0.192 0.035 0.200
C -0.7549 -3.9528 -3.5921 0.138 -0.368 -0.885
C -0.5640 -2.8868 -2.5282 -0.454 0.320 0.769
C 0.3976 -1.7984 -2.9930 0.461 0.193 -1.785
C -0.2235 -0.8073 -4.0023 -0.301 0.087 1.644
C -1.4078 -0.1303 -3.3124 -0.720 -0.350 0.072
C -2.5133 -1.1587 -2.9285 0.855 -0.218 -0.771
N -1.8351 -2.2248 -2.1554 0.130 1.113 1.514
O -2.7777 -3.1489 -1.6281 0.030 -0.170 -0.506
C -3.5423 -0.4856 -2.0132 -0.078 -0.765 0.272
C -3.1352 -1.7016 -4.2133 -0.564 -0.485 -0.906
C 0.0333 -3.4677 -1.2326 0.381 -0.458 -0.422
H 0.0962 -4.6374 -3.5898 -0.120 -0.112 0.083
H -0.8033 -3.5540 -4.6101 0.206 0.268 0.137
H -1.6861 -4.5144 -3.5122 0.106 -0.067 0.545
H 0.9094 -1.2100 -2.2289 -0.529 -0.159 0.524
H 1.2368 -2.2683 -3.5206 -0.099 -0.333 0.130
H -0.6392 -1.2968 -4.8785 0.565 -0.005 -0.309
H 0.5682 -0.0905 -4.2171 -0.204 0.093 -0.558
H -1.8865 0.5977 -3.9723 0.059 0.113 0.062
H -1.1585 0.3740 -2.3760 0.393 0.117 -0.136
H -4.4628 -1.0681 -2.0621 -0.172 0.274 0.048
H -3.1945 -0.5485 -0.9800 0.016 0.139 0.006
H -3.7369 0.5673 -2.2067 0.031 -0.041 -0.427
H -2.4413 -2.2819 -4.8236 0.273 0.291 0.146
H -3.9603 -2.4141 -4.1135 -0.058 0.237 0.671
H -3.5127 -0.9114 -4.8690 0.027 0.167 0.203
H -0.5496 -4.2753 -0.7902 -0.282 0.239 0.025
H 0.2220 -2.6624 -0.5265 -0.199 -0.108 0.199
H 1.0041 -3.9229 -1.4545 0.013 0.114 -0.148
H -2.9205 -2.8639 -0.7173 0.066 -0.071 -0.021
```
Forces are in eV/Å.